[1]
Formula: C14H27F3IO6PS2
Source: the OMol25 dataset
Level of theory: ωB97M-V/def2-TZVPD

Summary:
Largest force on an atom   0.922 eV/A
Kohn-Sham gap   8.283 eV
Total charge   0

```
54
Properties=species:S:1:pos:R:3:forces:R:3:lowdin_charge:R:1
O -2.078 0.048 2.400 0.10 -0.12 0.14 0.16
C -2.256 -1.013 1.916 -0.10 -0.12 0.01 -0.57
O -3.518 -1.600 1.870 -0.03 0.29 -0.68 0.04
C -3.572 -2.401 0.684 0.28 0.00 0.21 -0.37
C -3.876 -1.552 -0.562 -0.16 -0.26 -0.21 -0.14
S -4.945 -0.118 -0.313 0.11 0.10 -0.12 0.71
O -6.043 -0.249 -1.230 0.11 0.12 0.15 -0.33
O -4.108 1.051 -0.291 -0.18 -0.26 -0.01 -0.32
C -4.664 -3.463 0.868 0.07 0.30 0.19 -0.60
F -5.876 -2.989 0.572 -0.30 0.29 -0.03 0.17
F -4.701 -3.919 2.109 0.12 -0.19 0.42 0.20
F -4.435 -4.492 0.053 0.13 -0.33 -0.39 0.17
C -2.176 -3.058 0.612 0.09 0.03 0.07 -0.16
C -1.264 -2.005 1.285 -0.64 -0.08 -0.19 -0.93
I -0.190 -2.809 2.941 0.20 -0.05 0.06 1.00
P -0.054 -1.245 0.115 0.52 0.73 0.20 0.27
S 0.889 0.330 0.661 -0.03 -0.19 -0.01 0.23
H -2.967 -1.148 -1.020 -0.11 -0.02 0.17 0.09
H -4.406 -2.160 -1.303 0.22 0.07 0.06 0.12
H -5.398 -0.324 0.943 -0.09 0.02 0.02 0.09
H -1.916 -3.272 -0.432 0.10 -0.03 0.25 0.13
H -2.162 -3.987 1.189 -0.06 0.13 -0.24 0.10
H -0.828 -1.127 -1.056 -0.06 -0.13 -0.04 -0.02
H 0.754 -2.365 -0.145 -0.22 -0.20 -0.11 -0.01
C 5.138 3.135 2.378 0.02 -0.08 -0.04 -0.08
C 3.958 2.579 3.156 0.01 0.07 0.03 -0.28
O 3.692 1.212 2.908 -0.07 -0.01 -0.01 -0.18
C 4.729 0.302 3.216 0.05 -0.05 -0.01 -0.28
C 5.149 0.306 4.677 -0.06 0.05 0.02 -0.08
H 4.990 2.992 1.307 0.00 0.01 0.00 0.08
H 5.243 4.202 2.576 -0.02 0.01 -0.01 0.08
H 6.078 2.654 2.655 0.00 0.03 0.04 0.06
H 3.045 3.096 2.859 -0.01 -0.01 0.01 0.12
H 4.090 2.760 4.230 0.03 -0.03 0.00 0.11
H 5.600 0.471 2.571 0.00 0.03 0.02 0.11
H 4.325 -0.676 2.952 0.00 0.01 -0.01 0.12
H 5.574 1.263 4.981 0.04 -0.01 -0.02 0.07
H 5.907 -0.461 4.846 -0.01 -0.01 0.00 0.08
H 4.293 0.097 5.321 0.01 0.00 0.00 0.08
C 1.677 1.775 -4.279 -0.05 0.07 0.03 -0.08
C 0.869 0.614 -3.725 0.06 -0.02 -0.03 -0.29
O -0.260 1.005 -2.966 -0.08 -0.17 0.11 -0.19
C -1.238 1.782 -3.637 -0.06 0.08 0.00 -0.27
C -1.866 1.092 -4.836 0.06 -0.06 0.01 -0.08
H 2.001 2.431 -3.470 0.01 -0.01 0.00 0.08
H 2.558 1.397 -4.798 0.01 -0.01 0.02 0.08
H 1.104 2.371 -4.990 0.01 -0.03 -0.03 0.07
H 1.484 0.041 -3.030 -0.01 0.01 0.01 0.11
H 0.576 -0.067 -4.534 -0.03 0.03 -0.01 0.11
H -0.822 2.752 -3.930 0.03 -0.02 -0.02 0.11
H -1.999 1.980 -2.882 0.01 0.00 0.01 0.12
H -1.139 0.889 -5.623 0.00 0.04 -0.01 0.07
H -2.645 1.727 -5.260 -0.02 0.00 0.02 0.08
H -2.318 0.143 -4.540 -0.01 0.01 0.00 0.08
```
Positions in Å, forces in eV/Å.



[2]
Formula: C14H27N3O2
Source: the OMol25 dataset
Level of theory: ωB97M-V/def2-TZVPD

Summary:
Largest force on an atom   0.655 eV/A
ΔE to the lowest compared entry with this formula, charge and spin   5.16 kJ/mol
Kohn-Sham gap   9.603 eV
SMILES   CC(C)CCNC(=O)C1CCN(C(=O)N(C)C)CC1
Total charge   0

```
46
Properties=species:S:1:pos:R:3:forces:R:3:lowdin_charge:R:1
C 3.302 2.144 -0.174 0.12 0.06 -0.27 -0.08
C 3.189 2.461 -1.664 -0.30 0.07 0.00 -0.44
C 2.678 3.890 -1.848 0.22 -0.21 -0.03 -0.08
C 2.260 1.495 -2.408 0.40 -0.12 -0.03 -0.16
C 2.699 0.025 -2.405 -0.24 0.17 -0.25 -0.17
N 2.276 -0.696 -1.225 0.39 0.18 0.14 0.07
C 1.105 -1.368 -1.180 0.29 -0.26 0.53 -0.47
O 0.412 -1.540 -2.162 -0.29 0.00 -0.34 0.07
C 0.770 -1.944 0.201 -0.18 -0.21 0.07 -0.23
C 0.715 -0.861 1.287 -0.04 0.09 -0.18 -0.13
C -0.461 0.078 1.034 0.19 0.12 0.40 -0.14
N -1.684 -0.696 1.080 0.13 0.08 0.09 -0.06
C -2.816 -0.025 1.506 0.00 -0.09 0.01 -0.50
O -2.830 1.181 1.677 0.01 0.32 0.03 0.06
N -3.914 -0.811 1.748 -0.11 0.01 0.00 -0.15
C -3.824 -2.171 2.223 0.01 -0.15 -0.03 -0.06
C -5.157 -0.143 2.062 -0.02 0.18 -0.14 -0.06
C -1.725 -1.675 0.007 -0.09 -0.35 -0.17 -0.15
C -0.577 -2.673 0.162 0.01 0.14 -0.26 -0.13
H 3.828 2.946 0.339 0.07 0.03 0.11 0.08
H 2.313 2.048 0.271 -0.14 -0.04 0.10 0.08
H 3.862 1.226 -0.007 0.05 -0.12 0.12 0.07
H 4.188 2.391 -2.111 -0.02 -0.02 -0.01 0.13
H 2.603 4.140 -2.903 -0.04 0.07 -0.11 0.08
H 3.350 4.602 -1.375 0.03 0.12 0.05 0.07
H 1.693 3.998 -1.399 -0.15 0.05 0.06 0.08
H 2.196 1.823 -3.447 -0.06 0.04 -0.05 0.11
H 1.255 1.556 -1.985 -0.10 0.02 -0.02 0.12
H 3.786 -0.051 -2.498 -0.03 -0.03 -0.05 0.12
H 2.232 -0.487 -3.250 0.19 0.04 0.07 0.12
H 2.792 -0.547 -0.375 -0.15 -0.08 0.00 0.11
H 1.563 -2.662 0.445 -0.05 0.06 -0.04 0.15
H 1.640 -0.285 1.334 0.04 0.02 0.04 0.10
H 0.575 -1.345 2.256 0.04 0.04 0.02 0.12
H -0.520 0.852 1.802 0.05 -0.05 -0.17 0.13
H -0.346 0.570 0.057 -0.03 0.07 0.04 0.13
H -2.784 -2.478 2.292 -0.02 -0.05 -0.01 0.08
H -4.364 -2.855 1.561 0.04 -0.06 0.05 0.09
H -4.272 -2.240 3.220 0.03 -0.02 -0.02 0.09
H -5.333 -0.108 3.142 0.00 0.00 -0.01 0.09
H -5.105 0.875 1.684 -0.10 -0.06 0.04 0.09
H -5.982 -0.675 1.584 -0.05 0.00 0.05 0.09
H -2.682 -2.192 0.003 0.02 0.02 0.00 0.11
H -1.611 -1.167 -0.959 -0.10 -0.06 0.10 0.13
H -0.702 -3.246 1.083 -0.01 -0.01 0.03 0.12
H -0.594 -3.359 -0.685 -0.01 -0.04 0.04 0.12
```
Positions in Å, forces in eV/Å.



[3]
Formula: C14H27N4O6
Source: the OMol25 dataset
Level of theory: ωB97M-V/def2-TZVPD

Summary:
Largest force on an atom   0.581 eV/A
ΔE to the lowest compared entry with this formula, charge and spin   0.00 kJ/mol
Kohn-Sham gap   7.845 eV
Total charge   +1

```
51
Properties=species:S:1:pos:R:3:forces:R:3:lowdin_charge:R:1
C 3.753 -1.319 0.288 -0.15 0.04 0.16 -0.08
C 3.099 -0.299 -0.634 0.26 -0.19 -0.12 -0.22
N 2.783 0.968 0.069 0.15 -0.08 0.13 0.04
N 1.434 1.236 0.213 0.18 0.16 -0.21 -0.08
C 0.783 2.304 -0.223 0.10 -0.11 -0.04 0.00
N -0.479 2.183 0.190 -0.41 0.41 0.02 0.16
C -0.640 1.025 0.894 0.05 -0.04 -0.08 -0.17
C -1.954 0.637 1.497 -0.03 -0.07 -0.11 -0.15
O -2.929 1.597 1.144 -0.05 0.17 0.35 -0.15
N -3.915 1.033 0.123 -0.07 -0.32 -0.17 0.07
O -4.858 0.669 0.645 0.14 0.20 -0.13 0.15
C 0.573 0.426 0.907 0.08 -0.45 0.28 0.05
H 3.018 -1.879 0.874 0.06 0.03 -0.04 0.06
H 4.415 -0.808 0.990 0.04 -0.07 -0.12 0.08
H 4.344 -2.024 -0.299 -0.08 0.05 0.04 0.07
H 2.191 -0.700 -1.092 0.00 0.09 -0.01 0.12
H 3.797 -0.073 -1.441 -0.08 0.08 0.07 0.09
H 3.244 1.773 -0.330 -0.08 0.03 -0.03 0.14
H 1.192 3.119 -0.797 0.00 -0.09 0.03 0.17
H -1.221 2.853 0.036 -0.02 -0.07 0.04 0.18
H -2.223 -0.371 1.159 -0.04 0.09 0.02 0.14
H -1.870 0.598 2.586 -0.06 0.06 -0.08 0.14
H 0.882 -0.500 1.363 0.14 0.11 -0.06 0.15
O 5.448 -0.932 -2.586 -0.14 -0.02 -0.05 0.07
C 5.730 -0.887 -3.759 0.04 0.05 0.02 -0.52
O 6.570 0.072 -4.164 0.04 -0.03 0.00 0.01
C 7.102 0.135 -5.499 0.04 0.02 -0.10 -0.22
C 6.166 0.837 -6.457 -0.08 0.00 0.08 -0.06
C 5.118 -1.835 -4.761 0.16 -0.10 0.02 0.02
H 7.375 -0.862 -5.844 -0.02 -0.02 0.01 0.11
H 8.026 0.698 -5.386 0.00 0.01 0.01 0.13
H 5.226 0.297 -6.575 0.02 -0.02 -0.03 0.07
H 6.633 0.924 -7.437 0.01 0.01 -0.01 0.09
H 5.938 1.839 -6.093 0.02 0.01 -0.02 0.08
H 4.147 -1.437 -5.057 -0.01 0.01 -0.01 0.10
H 4.962 -2.791 -4.268 -0.06 0.02 0.04 0.09
H 5.714 -1.993 -5.654 -0.02 0.04 -0.02 0.07
O -8.301 -1.827 6.761 0.00 -0.02 0.05 0.12
C -7.740 -1.111 5.985 0.06 -0.06 -0.06 -0.52
O -8.389 -0.756 4.851 -0.03 0.05 0.03 0.00
C -7.865 0.193 3.921 0.01 0.04 -0.06 -0.24
C -6.914 -0.444 2.928 -0.03 -0.15 0.10 -0.07
C -6.314 -0.653 6.207 -0.08 0.14 0.03 0.01
H -7.409 1.035 4.443 0.02 -0.01 0.01 0.11
H -8.743 0.578 3.406 -0.01 -0.01 0.00 0.13
H -6.033 -0.854 3.425 0.01 0.05 0.00 0.07
H -6.587 0.287 2.193 -0.09 0.03 0.05 0.05
H -7.415 -1.262 2.410 -0.01 0.01 -0.02 0.09
H -5.649 -1.443 5.858 0.01 -0.01 -0.01 0.09
H -6.169 -0.534 7.277 0.00 -0.07 0.02 0.09
H -6.050 0.276 5.710 0.01 -0.02 -0.04 0.06
```
Positions in Å, forces in eV/Å.



[4]
Formula: C14H27NO12S3Ti
Source: the OMol25 dataset
Level of theory: ωB97M-V/def2-TZVPD

Summary:
Largest force on an atom   4.098 eV/A
ΔE to the lowest compared entry with this formula, charge and spin   0.00 kJ/mol
Spin multiplicity   4
Kohn-Sham gap (spin up / spin down)   3.210 / 7.470 eV
Total charge   -1

```
58
Properties=species:S:1:pos:R:3:forces:R:3:mulliken_spin:R:1
Ti 0.749 -0.130 0.618 -0.30 0.02 0.09 2.37
S 1.024 1.256 -1.795 1.70 -0.40 -3.71 0.00
O 2.097 1.192 -0.764 -0.14 -0.80 1.78 0.03
O 0.824 2.629 -2.172 -0.85 1.21 0.17 0.00
O 1.476 0.466 -2.980 -0.38 -0.09 0.99 0.00
O -0.212 0.614 -1.251 -0.45 -0.26 1.11 0.05
C -2.216 2.221 0.660 -0.27 0.32 -1.08 0.08
C -1.074 3.180 0.359 0.13 -1.22 -0.76 -0.03
O -1.315 4.245 1.269 0.11 0.52 -0.06 0.00
C -2.188 3.858 2.205 0.26 -0.90 0.47 0.00
O -2.471 4.485 3.177 -0.22 0.36 0.10 0.00
O -2.641 2.602 1.967 -0.05 0.27 -0.05 0.00
H -1.954 1.172 0.556 0.23 0.01 0.52 -0.04
H -3.026 2.416 -0.056 -0.15 -0.06 0.24 0.00
H -1.069 3.484 -0.685 -0.06 0.40 0.17 0.00
H -0.112 2.694 0.516 -0.01 0.27 0.33 0.03
C -0.219 -1.855 -3.640 0.23 0.53 0.89 0.00
C -0.066 -2.433 -2.231 -0.06 -0.25 0.22 0.14
O -0.933 -3.583 -2.240 0.03 -0.48 0.72 0.01
C -1.647 -3.639 -3.348 0.38 0.94 -1.15 0.00
O -2.513 -4.417 -3.601 -0.23 -0.33 0.15 0.00
O -1.245 -2.666 -4.218 -0.23 -0.33 -0.01 0.00
H 0.715 -1.875 -4.196 -0.17 -0.27 -0.26 0.00
H -0.517 -0.812 -3.562 -0.16 -0.07 -0.24 0.00
H -0.411 -1.793 -1.426 0.00 0.31 -0.13 -0.03
H 0.926 -2.782 -1.963 0.05 0.01 -0.22 -0.09
C -3.554 -0.674 -1.195 0.06 -1.25 -0.14 0.00
C -4.147 -0.856 0.217 0.28 0.48 -1.05 0.02
C -3.484 -1.982 0.972 0.69 -1.09 0.37 0.01
C -2.039 -1.774 1.171 -0.57 -0.28 0.49 0.18
N -0.905 -1.594 1.298 0.30 0.88 -0.52 -0.03
H -3.896 0.180 -1.775 -0.07 0.25 0.38 0.00
H -3.802 -1.554 -1.801 -0.06 0.01 0.02 0.00
H -2.461 -0.675 -1.158 0.00 0.41 0.05 0.01
H -5.203 -1.121 0.159 -0.12 0.43 0.05 0.00
H -3.977 0.087 0.736 -0.45 -0.11 0.37 0.00
H -3.558 -2.961 0.480 -0.12 0.27 -0.50 0.01
H -3.988 -2.201 1.918 0.22 0.47 0.21 0.01
C 4.595 -0.318 0.547 -0.53 0.01 0.10 0.05
S 3.661 -1.894 0.595 -0.02 0.43 -0.33 0.00
O 2.256 -1.642 1.087 0.85 -0.16 0.18 0.03
C 3.557 -2.061 -1.202 -0.60 -0.02 -1.02 0.05
H 5.553 -0.531 0.077 -0.01 0.00 -0.07 0.00
H 4.757 0.065 1.553 0.00 -0.32 0.15 0.00
H 4.006 0.423 -0.001 0.01 -0.16 -0.24 -0.02
H 4.531 -2.186 -1.677 0.18 -0.02 0.38 0.00
H 3.036 -1.251 -1.733 0.15 0.47 0.57 -0.01
H 2.949 -2.930 -1.464 0.24 -0.29 0.50 0.00
C 2.234 2.761 2.166 -0.70 0.26 -0.55 0.05
S 1.057 2.004 3.354 1.21 -1.30 -0.92 0.00
O 0.179 1.114 2.497 -0.11 0.48 -0.03 0.05
C 2.241 0.758 3.995 -0.89 0.33 0.81 0.00
H 2.848 3.581 2.536 0.06 -0.29 0.49 0.00
H 1.598 3.207 1.399 -0.15 0.09 0.10 0.00
H 2.783 2.000 1.608 0.08 -0.16 0.35 0.01
H 2.682 0.196 3.173 0.31 0.43 -0.15 0.05
H 1.635 0.031 4.542 -0.14 0.19 0.04 0.00
H 2.875 1.265 4.725 0.47 -0.20 -0.35 0.01
```
Positions in Å, forces in eV/Å.



no.,energy (a.u.)
1,-2736.04674
2,-864.45157
3,-1219.74925
4,-3551.36729